w:
A single C3H8P2 molecule, computed with the ωB97M-V functional and the def2-TZVPD basis.

Geometry as XYZ:
```
13
Properties=species:S:1:pos:R:3:lowdin_charge:R:1
P 1.0407 0.2811 3.0681 0.7608
C 0.0932 0.8484 1.6290 -0.4743
C -0.2147 -0.0307 0.6146 -0.1862
C -1.1647 -0.4116 -0.9530 -0.4188
P 0.2882 -0.5380 -2.1678 0.7189
H 1.7048 1.5177 3.0743 -0.1187
H 2.1401 -0.1296 2.2768 -0.1030
H -0.3658 1.7353 1.8197 -0.0042
H 0.3197 -0.8524 0.7207 -0.0391
H -1.7630 -1.4086 -0.7423 0.0759
H -1.9207 0.4367 -1.2022 0.0529
H 0.1571 0.6968 -2.9553 -0.1013
H -0.4076 -1.3116 -3.0562 -0.1630
```

x:
2 unconnected molecules or ions with the total composition C3H8P2, computed with the ωB97M-V functional and the def2-TZVPD basis.

Geometry as XYZ:
```
13
Properties=species:S:1:pos:R:3:lowdin_charge:R:1
C -1.7887 0.5128 0.0105 -1.0157
C 2.4910 -0.6955 0.0385 -0.2684
C 1.4689 0.3262 0.2776 -0.2133
P -0.8331 -0.7084 -0.6177 0.7853
P -3.5532 0.2727 0.0570 0.6429
H -1.2681 1.4267 0.5658 0.0363
H 2.4365 -1.4222 0.8847 0.0647
H 2.3688 -1.3234 -0.8385 0.0456
H 3.5914 -0.2267 0.2106 0.1183
H 1.5394 1.1723 -0.4274 0.0509
H 1.1802 0.2855 1.2806 0.0101
H -4.1596 1.2966 -0.7132 -0.1255
H -3.4734 -0.9165 -0.7285 -0.1312
```

Tell me which of them is the least stable. Sure, it is x.

w:
A single C3H4NP molecule, computed with the ωB97M-V functional and the def2-TZVPD basis.

Geometry as XYZ:
```
9
Properties=species:S:1:pos:R:3:lowdin_charge:R:1
C -1.4688 -0.4890 1.3011 -0.0565
N -0.2257 -0.1036 0.6303 0.0496
C 0.6278 0.2122 -0.1996 -0.3075
C 1.7732 0.5789 -0.8267 -0.4683
P 1.5540 0.7570 -2.5174 0.7268
H -2.1759 0.1830 1.4276 0.0157
H -1.8215 -1.3042 0.6192 0.0975
H -1.1472 -1.0341 2.2914 0.1239
H 2.8841 1.1997 -2.7257 -0.1811
```

x:
A single C3H4NP molecule, computed with the ωB97M-V functional and the def2-TZVPD basis.

Geometry as XYZ:
```
9
Properties=species:S:1:pos:R:3:lowdin_charge:R:1
H -2.7138 0.9434 -0.7332 -0.1736
P -2.2096 -0.1234 -0.0829 0.8082
C -0.7089 0.4628 -0.3165 -0.4802
C 0.5340 -0.4478 0.5982 -0.2120
C 1.8216 -0.3330 -0.0659 -0.3089
N 2.7691 -0.2485 -0.7025 0.1329
H -0.3318 1.1907 -0.9753 0.0116
H 0.3128 -1.5411 0.6335 0.0928
H 0.5265 0.0969 1.6445 0.1292
```

y:
A single C3H4NP molecule, computed with the ωB97M-V functional and the def2-TZVPD basis.

Geometry as XYZ:
```
9
Properties=species:S:1:pos:R:3:lowdin_charge:R:1
C -1.3652 -1.4361 0.1523 -0.2728
P -1.8291 0.1349 -0.2049 0.6967
N -0.5760 1.0678 0.2600 -0.2095
C 0.5780 0.8622 -0.0251 -0.3148
C 1.7382 0.3645 -0.2691 -0.0061
H -0.1944 -1.6009 -0.1043 -0.0219
H -2.8228 0.5570 0.8805 0.0074
H 2.4062 0.6591 -0.9748 0.0103
H 2.0651 -0.6085 0.2854 0.1108
```

Tell me which of them is the least stable. Sure, it is y.

w:
A single C3H4NP molecule, computed with the ωB97M-V functional and the def2-TZVPD basis.

Geometry as XYZ:
```
9
Properties=species:S:1:pos:R:3:lowdin_charge:R:1
C -1.0183 0.4111 -0.3287 -0.2993
N -0.9383 -0.9435 -0.1135 -0.0513
C 0.2940 -1.3271 -0.0337 -0.4057
P 1.5030 0.0729 -0.1763 0.8531
C 0.1154 1.1364 -0.2909 -0.4164
H -2.1040 0.8952 -0.4003 0.1386
H 0.5509 -2.4136 0.2341 0.0889
H 1.3493 -0.0730 1.3485 0.0252
H 0.2480 2.2417 -0.2392 0.0669
```

x:
2 unconnected molecules or ions with the total composition C3H4NP, computed with the ωB97M-V functional and the def2-TZVPD basis.

Geometry as XYZ:
```
9
Properties=species:S:1:pos:R:3:lowdin_charge:R:1
N -0.6286 -0.6583 -0.1761 0.0817
C -1.7010 -0.2603 -0.1142 -0.6261
P -3.1144 0.7412 -0.2108 0.7687
H -2.9557 1.4336 0.9076 -0.1586
H -4.0338 -0.2756 0.4498 -0.0474
C 2.8551 0.2938 -0.2538 -0.0234
C 3.3310 -0.7804 -0.0350 -0.0162
H 2.8678 1.3372 -0.4531 0.0118
H 3.3797 -1.8313 -0.1146 0.0096
```

Tell me which of them is the least stable. Sure, it is x.